(1)
Molecular formula: C5H8N2O
Method: DFT, ωB97M-V/def2-TZVPD

Element x y z (Å)
C: -0.054507 0.677389 -1.001814
C: -1.235611 1.499030 -1.219327
C: 0.478217 0.216195 2.032596
C: 0.461101 -0.589016 -0.541838
C: 0.146938 -0.856183 1.033493
N: 0.434873 -1.769380 -1.304852
N: 1.217797 0.626706 -0.926075
O: -0.114167 -2.006436 1.354504
H: 0.288648 -2.556844 -0.664255
H: 1.268270 -1.906905 -1.860468
H: -0.969508 2.423364 -1.748787
H: -1.952293 0.946843 -1.806456
H: -1.682947 1.754448 -0.254193
H: 1.554484 0.423588 2.037877
H: -0.008712 1.162217 1.840847
H: 0.167417 -0.045015 3.028747

Forces on atoms 1 to 3 (eV/Å):
C 1.373 -0.512 0.329
C 0.317 0.955 -0.508
C -0.275 0.479 -0.019

The value obtained for the LUMO energy is 0.8 eV. For the HOMO energy, the calculation gives -8.59 eV. The calculated total energy comes out at -10340.4665 eV. The strongest force on any atom comes out at 3.437 eV Å⁻¹. The value obtained for the frontier orbital gap is 9.4 eV. Its structure (SMILES) is CC(=O)[C@]1(N)N=C1C. The value obtained for the energy above the lowest of the compared OMol25 structures with the same formula, charge and spin is 218.0 kJ/mol.

Atomic partial charges in e from the Mulliken method, atoms 1 to 2: number 1, C, carries -0.176; number 2, C, carries -0.954


(2)
Molecular formula: C3H4O2
Method: DFT, ωB97M-V/def2-TZVPD

Element x y z (Å)
C: -1.723672 0.480581 -0.393295
C: -0.730354 -0.683200 -0.216048
C: 0.530208 -0.169973 0.342878
O: -1.214451 -1.780024 -0.281289
O: -1.958496 1.002205 0.653828
H: -2.116960 0.677378 -1.400355
H: 1.198707 -1.127739 0.455977
H: 0.306768 0.259268 1.343046
H: 0.837169 0.638046 -0.374568

Forces on atoms 1 to 3 (eV/Å):
C 1.229 -1.272 -0.262
C -2.063 1.165 0.281
C 1.620 -2.052 0.099

The value obtained for the LUMO energy is 0.5 eV. For the HOMO energy, the calculation gives -9.43 eV. The calculated total energy comes out at -7269.2941 eV. The strongest force on any atom comes out at 2.617 eV Å⁻¹. The value obtained for the frontier orbital gap is 10.0 eV. Its structure (SMILES) is CC(=O)C=O. The value obtained for the energy above the lowest of the compared OMol25 structures with the same formula, charge and spin is 134.3 kJ/mol.

Atomic partial charges in e from the Mulliken method, atoms 1 to 2: number 1, C, carries 0.052; number 2, C, carries 0.597


(3)
Molecular formula: C5H9N3O4
Method: DFT, ωB97M-V/def2-TZVPD

Element x y z (Å)
C: 1.891997 0.162346 0.089159
C: 2.485490 -0.809928 -0.856983
C: 2.000766 -2.041474 -0.997069
C: -2.280174 -0.065295 0.040027
C: -1.868406 -0.983122 1.176190
H: 2.366807 2.761726 1.312785
H: 2.559216 1.734708 -1.008444
H: 0.703414 0.676852 1.462157
H: 3.337929 -0.461983 -1.423659
H: 2.438207 -2.761887 -1.697535
H: 1.148558 -2.375409 -0.411623
H: -3.206907 1.321845 -1.396372
H: -4.235702 0.124801 0.756736
H: -2.694740 -1.398702 1.795990
N: 2.478211 1.443250 -0.036378
N: 1.015554 -0.154128 0.939083
N: -3.613205 0.144882 -0.030584
O: 1.750423 2.438935 0.632628
O: -4.037945 1.096506 -0.949914
O: -1.514287 0.410536 -0.783870
O: -0.725213 -1.264460 1.387669

Forces on atoms 1 to 3 (eV/Å):
C -0.041 0.292 0.265
C -0.265 -0.373 0.160
C 0.215 -0.091 -0.254

The value obtained for the LUMO energy is 0.0 eV. For the HOMO energy, the calculation gives -8.49 eV. The calculated total energy comes out at -17985.6044 eV. The strongest force on any atom comes out at 3.291 eV Å⁻¹. The value obtained for the frontier orbital gap is 8.5 eV. Its structure (SMILES) is [H]/N=C(/C=C)NO.O=CC(=O)NO. The value obtained for the energy above the lowest of the compared OMol25 structures with the same formula, charge and spin is 385.2 kJ/mol.

Atomic partial charges in e from the Mulliken method, atoms 1 to 2: number 1, C, carries 0.643; number 2, C, carries -0.456


(4)
Molecular formula: C5H7NO
Method: DFT, ωB97M-V/def2-TZVPD

Element x y z (Å)
N: -1.610996 -0.787028 -2.091401
C: -1.223399 0.214154 -1.646817
O: -0.812772 1.345432 -1.179947
C: 0.263696 1.267517 -0.200045
C: -0.065476 0.554554 1.140984
C: 1.109480 -0.333798 0.787082
C: 1.332113 0.228989 -0.404009
H: -1.202274 -2.335638 -0.133420
H: 0.588159 2.305577 -0.114465
H: -1.039911 0.055636 1.141638
H: 0.028221 1.171747 2.041132
H: -1.014526 -2.627274 0.526294
H: 1.606958 -1.123798 1.341320
H: 2.040727 0.063931 -1.208347

Forces on atoms 1 to 3 (eV/Å):
N 0.341 0.960 0.400
C -0.281 -0.756 -0.319
O -0.163 -0.150 -0.185

The value obtained for the LUMO energy is 0.8 eV. For the HOMO energy, the calculation gives -10.51 eV. The calculated total energy comes out at -8832.4840 eV. The strongest force on any atom comes out at 1.094 eV Å⁻¹. The value obtained for the frontier orbital gap is 11.3 eV. Its structure (SMILES) is N#CO[C@@H]1C=CC1.[H][H]. The value obtained for the energy above the lowest of the compared OMol25 structures with the same formula, charge and spin is 358.8 kJ/mol.

Atomic partial charges in e from the Mulliken method, atoms 1 to 2: number 1, N, carries -0.506; number 2, C, carries 0.629